1.
Formula: C2H9N2O
Source: OMol25
Level of theory: ωB97M-V with the def2-TZVPD basis set

Computed properties:
HOMO   -13.39 eV
DFT total energy   -266.05690 Ha
Energy relative to the best compared isomer or geometry (same formula, charge and spin)   59.5 kcal/mol
Charge   +1
LUMO energy   -3.702 eV

Cartesian coordinates (Å):
1 C 0.637 -1.178 0.647
2 C 1.672 -2.027 0.521
3 N 2.460 -1.914 -0.736
4 N 0.260 -0.299 -0.381
5 H -0.227 -1.561 1.193
6 H 2.113 -2.693 1.243
7 H 3.134 -2.685 -0.750
8 H 3.035 -1.082 -0.911
9 H 1.839 -1.992 -1.549
10 H -0.741 -0.176 -0.314
11 H 0.616 0.641 -0.283
12 H -3.818 4.713 -0.464
13 H -4.996 4.843 0.515
14 O -4.252 4.304 0.280

---

2.
Formula: C2H9N2O
Source: OMol25
Level of theory: ωB97M-V with the def2-TZVPD basis set

Computed properties:
HOMO   -14.41 eV
DFT total energy   -266.13344 Ha
Energy relative to the best compared isomer or geometry (same formula, charge and spin)   11.4 kcal/mol
Charge   +1
LUMO energy   -3.173 eV

Cartesian coordinates (Å):
1 C 0.317 0.118 -2.688
2 N 0.830 0.363 -1.280
3 H 0.447 -0.926 -2.947
4 H -0.753 0.333 -2.648
5 H 0.853 0.780 -3.355
6 H 0.620 1.323 -1.025
7 H 1.814 0.108 -1.242
8 H 0.358 -0.238 -0.590
9 C -0.750 0.074 2.132
10 N -0.674 -0.646 3.242
11 O -0.106 -0.159 1.109
12 H -1.386 0.967 2.170
13 H -0.201 -1.536 3.158
14 H -1.368 -0.559 3.966

---

3.
Formula: C2H9N2O
Source: OMol25
Level of theory: ωB97M-V with the def2-TZVPD basis set

Computed properties:
HOMO   -14.77 eV
DFT total energy   -266.13086 Ha
Energy relative to the best compared isomer or geometry (same formula, charge and spin)   13.1 kcal/mol
Charge   +1
LUMO energy   -3.176 eV

Cartesian coordinates (Å):
1 C 1.795 1.436 0.394
2 N 1.605 -0.035 0.045
3 H 0.814 1.861 0.558
4 H 2.459 1.476 1.233
5 H 2.239 1.923 -0.459
6 H 1.946 -0.238 -0.896
7 H 0.592 -0.315 -0.004
8 H 2.151 -0.625 0.673
9 C -1.883 -1.131 -0.704
10 N -2.683 -0.647 0.248
11 O -0.713 -0.834 -0.909
12 H -2.399 -1.843 -1.368
13 H -3.645 -0.928 0.203
14 H -2.279 -0.100 0.987

---

Repeat the first record exactly.
Formula: C2H9N2O
Source: OMol25
Level of theory: ωB97M-V with the def2-TZVPD basis set

Computed properties:
HOMO   -13.39 eV
DFT total energy   -266.05690 Ha
Energy relative to the best compared isomer or geometry (same formula, charge and spin)   59.5 kcal/mol
Charge   +1
LUMO energy   -3.702 eV

Cartesian coordinates (Å):
1 C 0.637 -1.178 0.647
2 C 1.672 -2.027 0.521
3 N 2.460 -1.914 -0.736
4 N 0.260 -0.299 -0.381
5 H -0.227 -1.561 1.193
6 H 2.113 -2.693 1.243
7 H 3.134 -2.685 -0.750
8 H 3.035 -1.082 -0.911
9 H 1.839 -1.992 -1.549
10 H -0.741 -0.176 -0.314
11 H 0.616 0.641 -0.283
12 H -3.818 4.713 -0.464
13 H -4.996 4.843 0.515
14 O -4.252 4.304 0.280